Entry 1:
The following is a quantum chemistry calculation of a molecular structure, C31H23Br5CrGeNO2 in a non-equilibrium geometry, from the Open Molecules 2025 dataset.

CARTESIAN COORDINATES (ANGSTROEM)
Cr 0.00000 0.00000 0.00000
C 5.71330 0.00000 -0.31130
C 4.37170 0.00000 0.35100
C 4.23850 0.00000 1.74110
C 2.97020 0.00000 2.32120
C 1.85470 0.00000 1.49060
Br 0.10680 0.00000 2.48840
N 1.96300 0.00000 0.10680
C 3.20860 0.00000 -0.41160
H 6.52390 0.00000 0.42490
H 5.82700 0.89230 -0.93520
H 5.82700 -0.89230 -0.93520
H 5.11760 0.00000 2.38140
H 2.86800 0.00000 3.40090
H 3.24800 0.00000 -1.49810
Br -0.00010 5.83480 -3.46490
C 0.00000 3.97350 -2.97320
C 0.00000 2.97320 -3.97350
Br -0.00010 3.46490 -5.83480
C 0.00000 1.61060 -3.61000
Br 0.00000 0.21660 -4.93150
C 0.00000 1.26220 -2.25750
O 0.00000 -0.00540 -1.85020
C 0.00000 2.25750 -1.26220
O 0.00000 1.85020 0.00540
C 0.00000 3.61000 -1.61060
Br 0.00000 4.93150 -0.21660
C -2.07600 0.00000 0.00000
Ge -2.75370 -1.79240 0.34660
C -2.04650 -3.00760 -0.98690
C -1.35160 -4.16350 -0.59650
C -0.84290 -5.04040 -1.55940
C -1.02320 -4.76950 -2.91770
C -1.71330 -3.62140 -3.31420
C -2.22430 -2.74350 -2.35290
C -4.67940 -1.71610 0.05210
C -5.14560 -1.09670 -1.11960
C -6.51490 -1.01260 -1.38710
C -7.43630 -1.55070 -0.48830
C -6.98720 -2.17450 0.67660
C -5.61690 -2.25810 0.94650
C -1.97880 -2.27880 2.06880
C -0.57760 -2.33890 2.15380
C 0.05110 -2.67900 3.35470
C -0.71350 -2.95670 4.48830
C -2.10610 -2.88900 4.42090
C -2.73740 -2.54970 3.21920
H -2.45450 0.69570 0.77650
H -1.20600 -4.39630 0.44850
H -0.30980 -5.93080 -1.25190
H -0.62840 -5.44860 -3.66240
H -1.85150 -3.41060 -4.36670
H -2.74820 -1.85920 -2.68040
H -4.45230 -0.66440 -1.82590
H -6.86080 -0.52870 -2.29140
H -8.49670 -1.48700 -0.69550
H -7.70160 -2.59850 1.37040
H -5.31590 -2.76350 1.83980
H 0.03090 -2.12770 1.28410
H 1.13120 -2.72690 3.40550
H -0.22760 -3.21930 5.41920
H -2.69870 -3.09660 5.30270
H -3.80490 -2.49390 3.21790
H 0.00000 -1.69300 0.00000

Results
HOMO energy (spin up / spin down) in Eh: 0.0443 / 0.0137
Multiplicity: 4
M in g/mol: 965.7
Largest force on an atom in eV/A: 5.37
Charge: -2
Frontier orbital gap (spin up / spin down) in eV: 2.8 / 3.6
Lowest unoccupied orbital energy (spin up / spin down) in eV: 4.023 / 4.007


Entry 2:
The following is a quantum chemistry calculation of 11 unconnected molecules or ions with the total composition C21H63N22O16P2 in a non-equilibrium geometry, from the Open Molecules 2025 dataset.

CARTESIAN COORDINATES (ANGSTROEM)
C 0.50168 -2.50906 2.78018
C -0.52313 -1.82026 3.29334
C -1.86237 -1.74605 2.62920
C -2.60101 -0.43046 2.89326
C -4.12273 -0.76681 2.98252
C -5.17476 0.25063 2.46422
C -6.07701 -0.53076 1.47868
O -5.26901 -1.07082 0.41320
N -5.60096 -0.55976 -0.84623
O -4.73580 -0.79183 -1.59794
P -6.29049 0.87670 3.81338
O -6.01375 2.30580 4.05810
O -7.79938 0.58412 3.41195
O -6.11594 -0.05596 5.07050
C -4.54034 1.51006 1.84572
P -5.58033 2.62755 0.83115
O -4.79408 3.80782 0.41623
N -3.34052 1.13810 1.03544
C -2.19482 0.71965 1.93575
C -0.94439 0.52363 1.08399
C 0.32217 1.00243 1.79727
H 1.52791 -2.20226 2.95058
H 0.29997 -3.36314 2.14337
H -0.38262 -1.29822 4.23642
H -1.80083 -1.96186 1.56430
H -2.48346 -2.54354 3.05686
H -2.30881 -0.10614 3.89334
H -4.30547 -1.01534 4.02393
H -4.26940 -1.69657 2.43655
H -6.49595 -1.37883 2.01758
H -6.89042 0.04884 1.04021
H -8.04579 1.11647 2.64180
H -5.75579 0.48269 5.79464
H -4.16673 2.15497 2.64260
H -5.96974 1.83673 -0.26174
H -6.74724 2.85095 1.57228
H -3.53609 0.45307 0.30192
H -3.01376 1.99014 0.56024
H -2.00755 1.61213 2.53676
H -1.04127 1.19064 0.21483
H -0.85048 -0.47948 0.66953
H 0.58159 0.37454 2.64221
H 1.14055 1.02935 1.08538
H 0.13813 2.02056 2.14943
C -1.49138 0.94273 -3.62241
O -0.52032 0.29137 -3.28148
N -1.45669 1.92397 -4.55609
N -2.72319 0.70020 -3.04438
H -2.27089 2.44532 -4.81978
H -0.57067 2.13950 -5.00182
H -2.76144 -0.03795 -2.37030
H -3.56165 1.19513 -3.28300
C 4.12182 0.83176 2.04832
O 3.28812 -0.00831 1.74065
N 5.09099 0.58839 2.98752
N 4.13391 2.07332 1.50216
H 5.77590 1.26798 3.25904
H 5.10052 -0.31766 3.41554
H 3.41648 2.27906 0.83037
H 4.79648 2.79600 1.72540
C -1.56357 -3.64553 6.48037
O -2.14225 -2.90122 5.70474
N -2.13157 -4.08453 7.64099
N -0.29918 -4.08931 6.22947
H -1.66901 -4.69595 8.28644
H -3.06200 -3.77179 7.84541
H 0.13131 -3.77709 5.37517
H 0.20654 -4.70017 6.84225
C 6.27049 3.91212 -1.06058
O 5.91547 4.29929 0.04814
N 6.61896 2.62862 -1.31208
N 6.33542 4.75953 -2.12973
H 6.89282 2.27401 -2.21388
H 6.56146 1.98300 -0.54690
H 6.08423 5.71760 -1.97659
H 6.61719 4.46451 -3.04531
C 2.69241 4.96133 2.49490
O 1.90708 4.16256 2.01263
N 2.58368 5.40341 3.78532
N 3.74627 5.46588 1.79106
H 3.21988 6.05589 4.20189
H 1.82225 5.04620 4.33050
H 3.86843 5.15160 0.84475
H 4.40728 6.11500 2.17297
C -8.54435 -1.92479 -4.17245
O -9.42558 -2.71376 -4.43955
N -7.59808 -2.18296 -3.21070
N -8.41866 -0.71600 -4.80268
H -6.85862 -1.54932 -2.97968
H -7.66100 -3.06487 -2.73704
H -9.09462 -0.49908 -5.51159
H -7.69494 -0.05465 -4.59820
C -1.05101 -3.28905 -1.27098
O -1.31229 -2.81680 -0.17290
N -1.04477 -4.63648 -1.48149
N -0.74431 -2.51599 -2.34664
H -0.83040 -5.05599 -2.36642
H -1.26506 -5.22646 -0.70125
H -0.71400 -1.51725 -2.23305
H -0.52060 -2.89514 -3.24755
C 1.00385 2.80697 -7.26600
O 0.93596 2.69675 -6.05015
N 0.30954 3.76028 -7.95161
N 1.78483 1.98524 -8.01829
H 0.35525 3.86906 -8.94696
H -0.26374 4.38654 -7.41812
H 2.30623 1.27854 -7.53263
H 1.86400 2.05484 -9.01494
C 6.66168 -0.72984 -3.47062
O 6.43641 0.47428 -3.44648
N 6.53533 -1.53218 -2.38605
N 7.06533 -1.36159 -4.61318
H 6.73163 -2.51975 -2.40069
H 6.23890 -1.10556 -1.52829
H 7.17204 -0.80184 -5.43774
H 7.26304 -2.34379 -4.65220
C 8.96637 -4.51816 -1.16138
O 8.23750 -3.81856 -1.84850
N 8.53524 -5.10367 -0.00775
N 10.26282 -4.76045 -1.49977
H 9.11692 -5.67956 0.57049
H 7.58392 -4.94052 0.26412
H 10.60491 -4.33818 -2.34291
H 10.88084 -5.32890 -0.95269

Results
HOMO energy in Eh: -0.3762
M in g/mol: 941.8
Largest force on an atom in eV/A: 1.39
Charge: +1
Frontier orbital gap in eV: 7.0
Lowest unoccupied orbital energy in eV: -3.286


Entry 3:
The following is a quantum chemistry calculation of a molecular structure, H16O8 in a non-equilibrium geometry, from the Open Molecules 2025 dataset.

CARTESIAN COORDINATES (ANGSTROEM)
O -1.88776 0.58020 0.29868
H -1.82727 0.44661 -0.64722
H -1.96984 1.52822 0.40240
O -0.72787 -2.69658 0.73201
H -1.62757 -2.79298 0.41977
H -0.46683 -1.82141 0.44534
O 1.68848 -1.58520 -0.83159
H 1.19194 -1.05895 -0.20491
H 1.26886 -1.41370 -1.67464
O 0.57072 1.93952 -1.05836
H 1.29543 2.08257 -1.66710
H 0.98128 1.56012 -0.28137
O -1.24514 0.66899 2.24061
H -1.75426 0.48852 1.45038
H -1.08359 1.61202 2.21186
O -0.05115 -0.85861 0.26015
H 0.16062 -0.03815 0.70539
H -0.23878 -0.60045 -0.64228
O 0.22064 -0.21533 -1.71170
H 0.00939 -0.72175 -2.49600
H 0.97403 0.31763 -1.96585
O 1.20982 0.88946 1.08553
H 1.68238 1.59899 1.52084
H 1.62639 0.09033 1.40814

Results
HOMO energy in Eh: -0.3178
M in g/mol: 144.1
Largest force on an atom in eV/A: 8.29
Frontier orbital gap in eV: 8.3
Relative energy (zero: lowest compared OMol25 entry of this formula, charge and spin) in eV: 11.8707
Lowest unoccupied orbital energy in eV: -0.378


Entry 4:
The following is a quantum chemistry calculation of a molecular structure, C3H8FP in a non-equilibrium geometry, from the Open Molecules 2025 dataset.

CARTESIAN COORDINATES (ANGSTROEM)
C 1.17417 -0.31442 -0.05789
C -0.97350 1.38689 -0.07914
C -0.21994 0.15079 0.40800
F -0.15516 0.57724 2.05718
P -1.10941 -1.44696 0.89831
H 2.08796 0.32873 0.02110
H 1.38999 -1.16831 0.60639
H 1.09447 -0.51177 -1.17038
H -1.67359 1.06084 -0.83160
H -0.33453 2.21773 -0.44741
H -1.29974 1.76963 0.80381
H -0.18359 -1.87517 1.95290
H -0.41848 -2.38526 0.02255

Results
HOMO energy in Eh: -0.3475
M in g/mol: 94.1
Largest force on an atom in eV/A: 3.57
Frontier orbital gap in eV: 10.3
Relative energy (zero: lowest compared OMol25 entry of this formula, charge and spin) in eV: 2.7176
Lowest unoccupied orbital energy in eV: 0.855


Entry 5:
The following is a quantum chemistry calculation of a single C5H8O2 molecule in a non-equilibrium geometry, from the Open Molecules 2025 dataset.

CARTESIAN COORDINATES (ANGSTROEM)
C 1.87365 -0.17741 0.81716
C 0.58314 0.16782 0.13303
C -0.15582 -0.75352 -0.80983
C -0.84492 -0.15750 0.39528
O -1.36467 -0.90401 1.43064
C -1.14263 1.27842 -0.07907
O 0.27873 1.52921 -0.20438
H 2.73772 -0.02439 0.15940
H 1.87335 -1.23414 1.10948
H 2.01530 0.42383 1.71870
H -0.42722 -0.38406 -1.79833
H 0.08732 -1.80861 -0.74418
H -2.10764 -1.41732 1.08902
H -1.66880 1.28023 -1.04532
H -1.68971 2.05259 0.45992

Results
HOMO energy in Eh: -0.3374
M in g/mol: 100.1
Largest force on an atom in eV/A: 1.03
SMILES: C[C@@]12C[C@]1(O)CO2
Frontier orbital gap in eV: 9.9
Relative energy (zero: lowest compared OMol25 entry of this formula, charge and spin) in eV: 2.6850
Lowest unoccupied orbital energy in eV: 0.733


Entry 6:
The following is a quantum chemistry calculation of a molecular structure, C14H14Cl5N2O2S2V in a non-equilibrium geometry, from the Open Molecules 2025 dataset.

CARTESIAN COORDINATES (ANGSTROEM)
V -13.32578 -5.60104 -6.57931
Cl -9.89991 -7.36290 -7.31103
C -11.41263 -8.19585 -7.23825
C -12.55384 -7.48701 -7.05899
C -13.65062 -8.15605 -6.64867
Cl -15.05130 -7.15957 -6.08936
C -13.72741 -9.54069 -6.50389
Cl -15.03679 -10.33511 -5.65156
C -12.62897 -10.25628 -6.91932
Cl -12.70087 -11.94859 -6.93641
C -11.41138 -9.59433 -7.23825
Cl -9.93012 -10.47263 -7.24289
O -11.42239 -3.90659 -4.33436
C -11.70414 -5.05758 -4.06386
O -12.51518 -5.80887 -4.69222
C -11.11012 -5.76129 -2.77601
N -10.01153 -4.92925 -2.15181
C -8.77916 -5.57769 -2.68739
C -9.18977 -7.05375 -2.49639
C -10.60731 -7.16342 -3.06436
H -11.92982 -5.80403 -2.03111
H -10.13560 -4.98407 -1.11450
H -10.10043 -3.95512 -2.53913
H -7.93585 -5.09414 -2.23360
H -8.67033 -5.45311 -3.75534
H -9.23361 -7.10768 -1.39277
H -8.35688 -7.72336 -2.76855
H -11.06623 -7.98164 -2.47856
H -10.62909 -7.48303 -4.10735
S -13.32116 -4.35664 -8.43324
C -14.26817 -3.78941 -7.05718
N -13.59151 -3.23008 -5.96430
C -14.38679 -2.35594 -5.06361
C -15.88843 -2.53917 -5.58756
S -15.98680 -3.74225 -6.86030
H -12.57969 -3.03588 -5.93755
H -14.02295 -1.32417 -5.18453
H -14.18125 -2.73476 -4.00828
H -16.30456 -1.55243 -5.86646
H -16.43004 -2.97383 -4.70235

Results
HOMO energy (spin up / spin down) in Eh: -0.3900 / -0.4169
Multiplicity: 4
M in g/mol: 534.6
Largest force on an atom in eV/A: 3.46
Charge: +1
Frontier orbital gap (spin up / spin down) in eV: 7.7 / 7.5
Lowest unoccupied orbital energy (spin up / spin down) in eV: -2.895 / -3.853


Entry 7:
The following is a quantum chemistry calculation of a single C7H5F3N2O molecule in a non-equilibrium geometry, from the Open Molecules 2025 dataset.

CARTESIAN COORDINATES (ANGSTROEM)
O -0.96345 -0.73126 1.52066
C -0.29979 0.18723 1.12864
N 0.19050 0.42490 -0.10273
C 0.06776 -0.34731 -1.28377
C -0.85566 -1.39160 -1.42511
C -0.67030 -2.21312 -2.53862
C 0.38508 -2.05326 -3.48270
C 1.05099 -0.85596 -3.29701
N 0.92373 0.02856 -2.33657
C 0.05006 1.27301 2.19537
F 0.46250 0.63803 3.27546
F 0.80505 2.23241 1.74005
F -1.08712 1.77845 2.67702
H 0.72196 1.21052 -0.23604
H -1.62875 -1.53256 -0.61923
H -1.40074 -3.14452 -2.67767
H 0.47323 -2.65050 -4.43136
H 1.74966 -0.64091 -4.13950

Results
HOMO energy in Eh: -0.3470
M in g/mol: 190.1
Largest force on an atom in eV/A: 3.50
SMILES: O=C(Nc1ccccn1)C(F)(F)F
Frontier orbital gap in eV: 9.6
Relative energy (zero: lowest compared OMol25 entry of this formula, charge and spin) in eV: 0.0000
Lowest unoccupied orbital energy in eV: 0.190


Entry 8:
The following is a quantum chemistry calculation of a single C5H12N2 molecule in a non-equilibrium geometry, from the Open Molecules 2025 dataset.

CARTESIAN COORDINATES (ANGSTROEM)
H 0.67389 -3.09793 -1.09511
N 0.65287 -2.67058 -0.16133
C -0.38629 -1.91981 -0.03632
N -0.80791 -0.97373 1.02868
C -1.48384 0.25538 0.53430
C -0.42100 1.34966 0.42733
C 0.45452 1.20452 -0.79208
C 1.77357 0.57764 -0.23529
H -1.22142 -2.12618 -0.81674
H -1.35173 -1.35719 1.84120
H -2.13899 0.60158 1.25396
H -1.94132 -0.11781 -0.38321
H -0.97092 2.38663 0.28686
H 0.02024 1.58747 1.42794
H 0.16303 0.65710 -1.60699
H 0.65890 2.12157 -1.34947
H 2.37920 0.60868 -1.06456
H 2.37891 1.29511 0.45563
H 1.56829 -0.38211 0.28521

Results
HOMO energy in Eh: -0.3351
M in g/mol: 100.2
Largest force on an atom in eV/A: 4.77
SMILES: [H]/N=C/NCCCC
Frontier orbital gap in eV: 10.1
Relative energy (zero: lowest compared OMol25 entry of this formula, charge and spin) in eV: 2.8912
Lowest unoccupied orbital energy in eV: 1.027